(1)
DFT (ωB97M-V/def2-TZVPD) results for a structure of composition C16H29F3N2O17Ti at a distorted geometry.

```
! wB97M-V def2-TZVPD RIJCOSX def2/J DEFGRID3
* xyz -1 4
Ti -0.109 -0.739 0.266
N -0.242 -3.671 2.233
O 0.003 -2.456 2.027
O 0.165 -4.238 3.281
O -0.941 -4.337 1.450
N -1.703 -2.896 -2.110
O -1.681 -4.127 -1.950
O -2.286 -2.421 -3.110
O -1.182 -2.204 -1.177
C -0.042 2.602 3.081
C 1.376 2.868 2.633
O 2.290 1.869 3.060
C 2.351 0.680 2.437
O 1.663 0.414 1.490
O 3.199 -0.050 3.104
C 3.375 -1.457 2.861
H -0.746 3.199 2.504
H -0.201 2.650 4.162
H -0.281 1.537 2.986
H 1.634 3.925 2.708
H 1.408 2.793 1.537
H 3.053 -1.964 3.768
H 4.440 -1.642 2.740
H 2.829 -1.791 1.980
C -4.353 0.602 4.492
C -3.371 -0.020 3.521
O -4.009 -0.123 2.244
C -3.317 -0.294 1.139
O -2.121 -0.299 1.000
O -4.208 -0.292 0.143
C -3.748 -0.124 -1.174
H -3.705 0.665 5.373
H -5.187 -0.027 4.798
H -4.713 1.585 4.196
H -3.145 -1.013 3.911
H -2.490 0.614 3.424
H -3.116 0.758 -1.302
H -4.579 -0.081 -1.876
H -3.181 -0.990 -1.529
C -0.155 0.538 -5.430
C -0.270 0.183 -3.934
O -0.921 1.327 -3.377
C -0.569 1.689 -2.156
O 0.184 1.088 -1.431
O -1.239 2.807 -1.891
C -1.149 3.332 -0.570
H -1.114 0.643 -5.938
H 0.310 -0.290 -5.972
H 0.489 1.402 -5.595
H 0.774 0.046 -3.651
H -0.809 -0.762 -3.887
H -2.088 3.865 -0.385
H -0.435 4.152 -0.520
H -1.163 2.603 0.238
C 4.740 0.309 -0.743
C 3.367 0.419 -1.355
O 3.266 -0.621 -2.292
C 2.341 -1.658 -2.096
O 1.587 -1.732 -1.074
C 2.231 -2.650 -3.236
F 0.933 -2.761 -3.659
F 3.041 -2.345 -4.258
F 2.524 -3.914 -2.836
H 4.760 1.083 0.038
H 5.539 0.657 -1.402
H 5.016 -0.680 -0.387
H 3.116 1.335 -1.908
H 2.565 0.423 -0.613
*
```

Its energy above the lowest of the compared OMol25 structures with the same formula, charge and spin is 58.7 kcal per mole. For the largest force on an atom, the calculation gives 0.06595 Eh/bohr. As for the expectation value of S²: 3.755. As for the HOMO-LUMO gap (alpha / beta): 3.5909 / 7.2707 eV. For the HOMO energy (alpha / beta), the calculation gives -0.066 / -0.201 Eh.

Population analysis type Löwdin, resulting atomic charges in e: Ti 1.0663; N -0.5930; O -0.1358; O -0.0655; O -0.0013; N -0.5573; O 0.0095; O -0.0522; O -0.1471; C -0.0634; C -0.2104; O 0.0457; C -0.5731; O 0.0619; O 0.0384; C 0.0199; H 0.0740; H 0.0826; H 0.0647; H 0.1266; H 0.1143; H 0.1031; H 0.0939; H 0.0963; C -0.0651; C -0.1866; O 0.0652; C -0.5402; O 0.0385; O 0.0376; C -0.0235; H 0.0816; H 0.0791; H 0.0789; H 0.1413; H 0.1120; H 0.0940; H 0.1059; H 0.0705; C -0.0618; C -0.1731; O 0.0650; C -0.5811; O 0.0853; O 0.0190; C -0.0413; H 0.0725; H 0.0787; H 0.0729; H 0.1198; H 0.1060; H 0.0947; H 0.1002; H 0.0771; C -0.0621; C -0.2797; O -0.0694; C -0.3968; O -0.1150; C -0.5407; F 0.1022; F 0.1285; F 0.1071; H 0.0683; H 0.0683; H 0.0822; H 0.1190; H 0.0672

---

(2)
DFT (ωB97M-V/def2-TZVPD) results for a cluster of 3 separate species, C16H29IO5 in total at a distorted geometry.

```
! wB97M-V def2-TZVPD RIJCOSX def2/J DEFGRID3
* xyz 0 1
C 4.905 -0.712 0.952
C 3.997 0.345 0.444
C 2.669 0.412 0.386
C 1.667 -0.670 0.595
C 0.391 -0.291 1.372
C -0.762 0.149 0.478
I -1.524 -1.465 -0.693
C 2.354 1.855 0.165
O 1.427 2.466 0.590
O 3.473 2.486 -0.336
C 4.501 1.559 -0.258
O 5.487 1.659 -0.914
H 5.847 -0.742 0.406
H 5.156 -0.451 1.987
H 4.422 -1.686 1.012
H 2.140 -1.587 0.944
H 1.328 -0.921 -0.422
H 0.058 -1.189 1.900
H 0.583 0.480 2.119
H -1.579 0.545 1.076
H -0.450 0.904 -0.241
C -3.689 3.009 4.814
C -4.307 2.379 3.577
O -3.784 1.101 3.260
C -3.974 0.095 4.240
C -5.433 -0.212 4.534
H -2.601 3.007 4.739
H -4.031 4.039 4.917
H -3.964 2.477 5.725
H -4.091 2.996 2.705
H -5.398 2.336 3.673
H -3.444 0.352 5.164
H -3.489 -0.792 3.832
H -5.932 0.617 5.036
H -5.506 -1.084 5.184
H -5.971 -0.417 3.608
C 2.790 -2.630 -5.446
C 1.300 -2.829 -5.222
O 0.781 -2.103 -4.123
C 0.891 -0.694 -4.210
C 0.143 -0.085 -5.384
H 3.341 -2.813 -4.523
H 3.147 -3.320 -6.211
H 3.022 -1.617 -5.780
H 1.100 -3.875 -4.989
H 0.742 -2.596 -6.136
H 1.945 -0.391 -4.228
H 0.468 -0.318 -3.277
H 0.593 -0.353 -6.341
H 0.152 1.003 -5.309
H -0.892 -0.429 -5.392
*
```

For the largest force on an atom, the calculation gives 0.02090 Eh/bohr. As for the HOMO-LUMO gap: 8.9509 eV. For the HOMO energy, the calculation gives -0.341 Eh. As for the SMILES: CC1=C(CCCI)C(=O)OC1=O.CCOCC.CCOCC.

Population analysis type Löwdin, resulting atomic charges in e: C -0.0010; C -0.1241; C -0.0716; C -0.1346; C -0.2971; C -0.6383; I 0.8058; C -0.3793; O 0.1758; O 0.1473; C -0.3868; O 0.1804; H 0.0910; H 0.1012; H 0.0810; H 0.1177; H 0.0859; H 0.0933; H 0.1136; H 0.0387; H 0.0340; C -0.0803; C -0.2807; O -0.1711; C -0.2827; C -0.0796; H 0.0814; H 0.0764; H 0.0660; H 0.1182; H 0.1079; H 0.1076; H 0.1167; H 0.0664; H 0.0763; H 0.0828; C -0.0807; C -0.2822; O -0.1770; C -0.2922; C -0.0758; H 0.0806; H 0.0757; H 0.0663; H 0.1177; H 0.1078; H 0.1080; H 0.0865; H 0.0667; H 0.0773; H 0.0834

---

(3)
DFT (ωB97M-V/def2-TZVPD) results for a structure of composition C16H30Al3Cl3F5GaMgN2O13S2 at a distorted geometry.

```
! wB97M-V def2-TZVPD RIJCOSX def2/J DEFGRID3
* xyz 2 1
C -1.238 -3.465 -1.382
C -0.097 -2.817 -0.674
Cl 0.176 -3.380 0.923
C 0.719 -1.890 -1.127
Cl 0.483 -1.243 -2.766
Ga 2.269 -1.187 -0.086
S 3.307 0.437 -1.382
C 3.723 -2.683 0.091
O 3.028 -3.856 0.431
N 3.393 -5.002 -0.333
O 2.838 -5.939 0.064
C 1.813 -0.349 1.701
C 2.095 -1.415 2.753
C 1.432 -1.128 4.249
O 2.923 -1.060 3.730
H -2.149 -3.313 -0.816
H -1.316 -3.152 -2.410
H -1.036 -4.534 -1.374
H 3.756 1.420 -0.523
H 4.370 -2.416 0.920
H 4.253 -2.791 -0.845
H 0.786 -0.047 1.826
H 2.533 0.400 2.016
H 2.100 -2.442 2.439
H 1.877 -1.339 5.236
H 1.035 -2.174 4.197
C -1.436 2.726 -3.729
C -0.691 2.520 -2.371
C -1.101 3.507 -1.304
O -0.511 4.737 -1.654
C -1.397 5.720 -2.241
N 0.827 2.729 -2.559
H -1.174 3.665 -4.258
H -1.202 1.907 -4.413
H -2.514 2.739 -3.582
H -0.816 1.490 -2.039
H -0.666 3.177 -0.356
H -2.176 3.588 -1.148
H -2.425 5.600 -1.900
H -1.368 5.671 -3.349
H -1.045 6.707 -1.952
H 1.195 2.287 -3.410
H 1.375 2.384 -1.746
H 1.023 3.774 -2.595
Al 0.204 4.527 -3.966
C 3.187 -9.160 1.323
O 2.867 -8.657 0.220
O 2.698 -8.608 2.414
O 3.939 -10.126 1.411
H 2.107 -7.879 2.022
Cl 3.979 3.366 -0.867
F 0.993 5.782 -0.192
O -1.728 8.279 -4.547
S -1.311 9.455 -3.786
O -1.851 9.273 -2.332
O -1.915 10.683 -4.303
O 0.132 9.524 -3.718
O -0.545 0.905 3.578
C -1.642 0.466 3.307
O -1.890 -0.124 2.144
C -3.302 -0.459 2.049
C -3.784 -0.516 3.488
C -2.888 0.526 4.160
H -3.802 0.319 1.470
H -3.414 -1.408 1.532
H -4.848 -0.323 3.593
H -3.580 -1.500 3.909
H -3.306 1.533 4.101
H -2.666 0.271 5.193
Mg -2.977 10.407 -1.413
Al 1.291 1.246 4.971
F -0.736 -7.945 -1.210
Al -1.006 -7.495 0.395
F -1.888 -8.666 1.214
F -1.825 -5.994 0.428
F 0.537 -7.261 1.158
*
```

For the largest force on an atom, the calculation gives 0.09906 Eh/bohr. As for the HOMO-LUMO gap: 1.0596 eV. For the HOMO energy, the calculation gives -0.448 Eh.

Population analysis type Löwdin, resulting atomic charges in e: C -0.0900; C -0.7847; Cl 0.8488; C -0.6977; Cl 0.5848; Ga 0.2446; S 0.5070; C -0.1469; O -0.1937; N 0.0666; O 0.1292; C -0.1506; C -0.3792; C -0.1938; O -0.0843; H 0.0885; H 0.0546; H 0.0848; H -0.3292; H 0.0947; H 0.0822; H 0.0463; H 0.0782; H 0.0816; H 0.1104; H 0.1201; C -0.0222; C -0.2547; C -0.1515; O -0.2835; C -0.0496; N 0.1505; H -0.0637; H 0.1227; H 0.1321; H 0.1433; H 0.1528; H 0.1501; H 0.1228; H 0.0232; H 0.1087; H 0.1496; H 0.0928; H 0.0135; Al 1.0248; C -0.6842; O 0.3540; O 0.2293; O 0.3785; H 0.1451; Cl 0.0559; F -0.4699; O -0.3453; S 0.2535; O -0.5549; O -0.3479; O -0.2964; O -0.1132; C -0.4522; O 0.0432; C -0.1142; C -0.1272; C -0.0472; H 0.1299; H 0.1322; H 0.1288; H 0.1295; H 0.1433; H 0.1361; Mg 1.4686; Al 0.9228; F -0.1728; Al -0.1304; F -0.1632; F -0.1972; F -0.1686

---

(4)
DFT (ωB97M-V/def2-TZVPD) results for a structure of composition C16H30BeN4O2S3 at a distorted geometry.

```
! wB97M-V def2-TZVPD RIJCOSX def2/J DEFGRID3
* xyz 2 1
Be 1.230 0.267 0.390
N 2.813 -1.085 -2.505
C 2.859 -1.687 -1.326
N 2.355 -1.183 -0.200
C 2.610 -2.053 0.876
C 3.322 -3.202 0.551
S 3.640 -3.281 -1.171
C 2.044 -1.586 2.095
C 2.360 -1.854 3.439
S 1.620 -0.798 4.584
C 0.658 -0.271 3.237
N 1.035 -0.590 2.001
N -0.469 0.482 3.428
H 2.351 -0.187 -2.596
H 3.122 -1.651 -3.276
H 3.778 -3.887 1.242
H 2.904 -2.760 3.682
H -0.878 0.633 4.346
H -1.211 0.357 2.717
C -3.341 -3.610 -1.073
C -2.663 -2.475 -1.921
C -1.793 -1.692 -0.939
S -0.824 -0.322 -1.678
O -0.076 0.515 -0.512
C -2.198 0.814 -1.955
C -3.096 1.303 -0.800
C -4.569 1.171 -1.162
H -3.867 -4.195 -1.803
H -4.049 -3.168 -0.318
H -2.594 -4.270 -0.562
H -3.497 -1.776 -2.260
H -2.109 -2.781 -2.825
H -1.059 -2.420 -0.538
H -2.391 -1.298 -0.123
H -2.782 0.342 -2.785
H -1.658 1.667 -2.388
H -2.865 2.376 -0.506
H -2.852 0.690 0.122
H -4.753 1.682 -2.062
H -5.162 1.660 -0.350
H -4.951 0.150 -1.096
C -0.201 2.941 0.953
C 1.161 2.614 1.493
O 1.822 1.686 0.680
C 3.148 2.059 0.284
C 3.171 2.819 -1.045
H -0.662 3.887 1.369
H -0.965 2.137 1.032
H -0.091 3.110 -0.124
H 1.114 2.215 2.497
H 1.682 3.614 1.514
H 3.732 1.137 0.217
H 3.538 2.598 1.155
H 4.075 3.379 -1.049
H 2.364 3.588 -1.033
H 3.118 2.187 -1.922
*
```

Its energy above the lowest of the compared OMol25 structures with the same formula, charge and spin is 14.2 kcal per mole. For the largest force on an atom, the calculation gives 0.08649 Eh/bohr. As for the HOMO-LUMO gap: 8.1259 eV. For the HOMO energy, the calculation gives -0.500 Eh.

Population analysis type Löwdin, resulting atomic charges in e: Be 0.1259; N 0.1401; C -0.6198; N 0.0799; C -0.3018; C -0.2877; S 1.1095; C -0.2644; C -0.3114; S 1.1503; C -0.6393; N 0.0850; N 0.1140; H 0.1136; H 0.1164; H 0.0856; H 0.0938; H 0.1226; H 0.1285; C -0.0788; C -0.2710; C -0.3627; S 1.1135; O -0.4784; C -0.3398; C -0.2765; C -0.0908; H 0.0700; H 0.0994; H 0.0926; H 0.1160; H 0.1205; H 0.1051; H 0.0860; H 0.1117; H 0.0976; H 0.1299; H 0.1008; H 0.0689; H 0.1018; H 0.0803; C -0.0667; C -0.2224; O -0.2226; C -0.1685; C -0.0118; H 0.1229; H 0.0521; H 0.0842; H 0.1096; H 0.1634; H 0.1243; H 0.1416; H 0.0817; H 0.1035; H 0.0717